C25H44AsGeN2O3RuSi3 | the ωB97M-V functional and the def2-TZVPD basis

The geometry in XYZ format:
```
80
Properties=species:S:1:pos:R:3:lowdin_spin:R:1
Ru 0.081 -0.947 -0.573 0.012
N -0.182 -1.356 -2.653 0.000
C -0.686 -2.754 -2.718 0.000
C -0.328 -3.480 -1.428 0.000
O 0.101 -4.600 -1.390 0.006
N -0.549 -2.662 -0.307 0.005
C -0.363 -3.227 1.037 0.004
C 0.369 -2.231 1.919 0.011
O 0.841 -2.574 2.987 0.090
O 0.461 -1.022 1.438 0.000
H -0.818 -0.733 -3.141 0.000
H 0.705 -1.294 -3.146 0.000
H -0.301 -3.301 -3.575 0.000
H -1.775 -2.736 -2.779 0.000
H 0.188 -4.166 0.975 0.002
H -1.332 -3.448 1.492 0.001
C -4.229 -0.986 -0.483 0.000
Si -3.521 0.506 -1.338 0.000
C -3.203 0.170 -3.149 0.000
C -4.595 2.009 -1.162 0.000
As -1.421 0.944 -0.230 0.000
Si -0.266 2.739 -1.380 0.000
C 0.823 3.576 -0.136 0.000
C 0.706 1.904 -2.741 0.000
C -1.553 3.880 -2.077 0.000
Si -1.798 1.322 2.143 0.000
C -0.239 2.007 2.877 0.000
C -2.312 -0.302 2.892 0.000
C -3.184 2.564 2.178 0.000
H -5.103 -1.338 -1.037 0.000
H -4.562 -0.745 0.528 0.000
H -3.515 -1.809 -0.422 0.000
H -4.169 0.222 -3.659 0.000
H -2.818 -0.832 -3.349 0.000
H -2.560 0.914 -3.626 0.000
H -5.562 1.768 -1.615 0.000
H -4.196 2.875 -1.688 0.000
H -4.780 2.286 -0.126 0.000
H 1.426 2.870 0.439 0.000
H 0.233 4.177 0.558 0.000
H 1.506 4.251 -0.660 0.000
H 1.441 1.191 -2.354 0.000
H 1.262 2.663 -3.297 0.000
H 0.053 1.399 -3.456 0.000
H -2.239 4.242 -1.311 0.000
H -2.132 3.428 -2.883 0.000
H -1.039 4.753 -2.491 0.000
H 0.633 1.450 2.542 0.000
H -0.305 1.901 3.964 0.000
H -0.105 3.065 2.652 0.000
H -1.447 -0.855 3.258 0.000
H -2.876 -0.936 2.206 0.000
H -2.959 -0.092 3.748 0.000
H -3.037 3.397 1.487 0.000
H -3.232 2.985 3.186 0.000
H -4.152 2.106 1.975 0.000
Ge 2.572 -1.089 -0.577 -0.002
C 3.207 0.599 0.084 0.000
C 3.914 1.438 -0.781 0.000
C 4.445 2.631 -0.314 0.000
C 4.273 2.992 1.016 0.000
C 3.566 2.167 1.881 0.000
C 3.026 0.976 1.418 0.000
C 2.928 -2.683 0.510 0.056
C 2.898 -3.927 -0.079 0.095
C 3.097 -5.102 0.693 0.253
C 3.343 -5.032 2.067 0.015
C 3.382 -3.803 2.675 0.143
C 3.178 -2.626 1.904 0.291
H 3.052 -1.398 -2.009 0.000
H 4.074 1.156 -1.816 0.000
H 5.004 3.272 -0.983 0.000
H 4.697 3.919 1.381 0.000
H 3.435 2.451 2.917 0.000
H 2.452 0.350 2.089 0.000
H 2.719 -4.041 -1.142 0.002
H 3.051 -6.073 0.217 0.010
H 3.493 -5.947 2.623 -0.003
H 3.558 -3.708 3.738 0.003
H 3.246 -1.660 2.387 0.008
```

- Calculated total energy: -6589.85439 Eh
- Max |F|: 0.765 eV Å⁻¹
- Multiplicity: 2
- LUMO level (alpha / beta): -6.947 / -9.497 eV
- Total charge: +2
- Energy above the lowest of the compared OMol25 structures with the same formula, charge and spin: 0.0 kJ/mol